1.
{"formula": "C3H4N4S", "method": "ωB97M-V/def2-TZVPD", "elements": ["N", "C", "C", "H", "S", "N", "N", "N", "H", "C", "H", "H"], "coordinates": [[1.6691, 1.1388, -0.0107], [1.5865, -0.3019, -0.0026], [-0.4350, 0.6143, 0.1256], [3.3634, -0.7966, -0.1289], [-3.1084, -0.3302, -0.0336], [0.5189, 1.6823, 0.0248], [2.4580, -1.2076, -0.0780], [0.2373, -0.5721, 0.1202], [-2.3723, -1.3754, 0.3938], [-1.7726, 0.8105, -0.0652], [-0.0588, -1.4935, -0.1116], [-2.0861, 1.8314, -0.2337]], "atomic_forces_ev_per_a": [[-0.05, 1.12, -0.13], [-1.11, -0.07, 0.39], [-2.29, 0.26, -1.48], [0.96, 0.31, -0.17], [0.92, 0.04, 0.04], [0.85, -2.14, 0.30], [-0.29, 0.14, 0.04], [0.97, 0.14, 0.43], [-0.25, 0.06, -0.06], [0.89, 0.35, 0.52], [-0.60, -0.27, -0.03], [-0.01, 0.05, 0.14]], "max_force_ev_per_a": 2.74, "total_energy_ha": -733.87110, "multiplicity": 1, "molar_mass_g_mol": 128.2, "smiles": "[H]/N=C1N=N/C(=C/S)N\\1", "total_charge": 0}



2.
{"formula": "C3H4N4S", "method": "ωB97M-V/def2-TZVPD", "elements": ["N", "N", "C", "S", "H", "C", "N", "N", "C", "H", "H", "H"], "coordinates": [[0.3121, -0.2329, -0.1415], [1.2863, -1.8031, 0.9965], [-0.6487, 0.7875, -0.2607], [-0.6742, 2.0676, 0.7515], [-0.9686, 0.4039, -2.3135], [1.1982, -2.1720, -0.3872], [0.7783, -0.6346, 1.0932], [0.5065, -1.2420, -1.0497], [-1.4831, 0.6638, -1.4366], [-2.0708, 1.5173, -1.4041], [-2.1730, -0.1989, -1.3029], [1.4200, -3.0909, -0.7855]], "atomic_forces_ev_per_a": [[1.01, -3.06, 1.06], [0.14, 0.47, -2.10], [1.48, 0.98, 0.77], [-0.01, -0.83, -0.26], [0.84, 0.22, -1.30], [-2.73, 4.46, 2.05], [-0.13, -0.11, -0.31], [0.85, -0.20, 0.70], [-1.44, -2.00, 0.92], [-1.07, 1.61, -0.88], [0.29, 0.29, 0.12], [0.78, -1.83, -0.76]], "max_force_ev_per_a": 5.62, "total_energy_ha": -733.84838, "multiplicity": 1, "molar_mass_g_mol": 128.2, "smiles": "CC(=S)n1ncnn1", "total_charge": 0}



3.
{"formula": "C3H4N5O4", "method": "ωB97M-V/def2-TZVPD", "elements": ["H", "H", "N", "C", "O", "N", "O", "O", "H", "C", "N", "N", "O", "H", "C", "N"], "coordinates": [[1.9654, -0.0443, 1.5884], [0.3408, -2.5013, -1.0060], [2.0504, 0.9804, -0.4535], [-1.6455, 0.2923, -0.0019], [-3.0800, -1.4109, -0.4469], [0.1749, 1.1421, 1.2127], [1.4821, 1.9385, -0.7910], [-3.7144, 0.6984, -0.3027], [2.0989, -1.7259, -0.7990], [1.0902, 0.2157, 0.7642], [1.0887, -1.9232, -0.5912], [-2.9203, -0.2372, -0.2488], [3.0373, 0.4336, -0.6834], [-1.5306, 1.9521, 0.8931], [0.5955, -0.9416, 0.0765], [-1.0333, 1.1314, 0.7895]], "atomic_forces_ev_per_a": [[-2.46, 0.74, -1.90], [1.43, -0.36, -0.26], [-3.36, 0.11, 3.42], [4.98, -3.89, -0.98], [0.12, 0.50, 0.26], [1.77, 1.03, 0.76], [0.05, 2.26, -1.98], [-0.87, -0.35, -0.45], [-0.88, -1.62, -0.70], [3.15, -2.12, 0.89], [0.15, 2.49, 0.60], [-0.83, 1.87, 0.59], [3.02, -1.38, -1.47], [-1.35, 2.70, 1.85], [-2.12, -0.51, 0.85], [-2.80, -1.47, -1.49]], "max_force_ev_per_a": 6.39, "total_energy_ha": -690.65585, "multiplicity": 3, "molar_mass_g_mol": 174.1, "total_charge": 1, "s_squared": 2.050}



4.
{"formula": "C3H4NO", "method": "ωB97M-V/def2-TZVPD", "elements": ["H", "H", "C", "O", "H", "N", "H", "C", "C"], "coordinates": [[-0.0979, 1.2367, 0.5700], [1.8834, -1.2897, -0.8966], [0.1767, -1.0990, 0.1095], [-1.6637, 0.1188, -0.1842], [1.9875, -0.4357, 0.5795], [1.3784, -0.7996, -0.1543], [-1.5541, 2.0987, -0.2390], [-1.0407, 1.1807, 0.0373], [-1.0697, -1.0109, 0.1779]], "atomic_forces_ev_per_a": [[-0.02, -0.36, 0.01], [-0.15, 0.21, 0.05], [-2.41, 0.61, -0.46], [-0.38, 1.95, -0.80], [-0.12, -0.07, -0.12], [2.52, -0.99, 0.00], [-0.04, -0.14, -0.13], [-1.27, 1.71, 0.16], [1.87, -2.92, 1.29]], "max_force_ev_per_a": 3.70, "total_energy_ha": -246.23196, "multiplicity": 1, "molar_mass_g_mol": 70.1, "total_charge": 1}



5.
{"formula": "C3H4NO", "method": "ωB97M-V/def2-TZVPD", "elements": ["H", "C", "O", "H", "C", "C", "H", "N", "H"], "coordinates": [[-0.5372, 1.7300, 0.8812], [-0.4014, -1.0892, 0.0100], [-1.1405, -0.0677, 0.0102], [1.8608, -1.3236, -0.0022], [0.9947, -0.6847, 0.0071], [-0.3498, 1.0899, 0.0076], [-0.5195, 1.6979, -0.8932], [1.0691, 0.5902, 0.0136], [-0.8296, -2.0850, 0.0105]], "atomic_forces_ev_per_a": [[-0.11, -0.43, -0.02], [0.55, 0.04, -0.02], [-1.31, -0.93, 0.03], [0.05, -0.22, 0.02], [-0.01, 0.03, 0.01], [3.18, 0.77, -0.06], [-0.11, -0.38, 0.06], [-1.98, 1.04, -0.02], [-0.26, 0.09, 0.00]], "max_force_ev_per_a": 3.27, "total_energy_ha": -246.36841, "multiplicity": 1, "molar_mass_g_mol": 70.1, "total_charge": 1}



6.
{"formula": "C3H4NO", "method": "ωB97M-V/def2-TZVPD", "elements": ["H", "H", "N", "C", "C", "O", "H", "C", "H"], "coordinates": [[-1.8544, -0.5641, -0.4696], [-0.7818, 0.5936, 0.6560], [1.2581, -1.1081, 0.0746], [2.3745, -0.2379, -0.2204], [0.1433, -0.7901, -0.0825], [2.2595, 0.8649, 0.1144], [-0.9367, 0.7018, -1.1457], [-0.9127, 0.0454, -0.3015], [3.3152, -0.5934, -0.6029]], "atomic_forces_ev_per_a": [[0.56, 0.81, 0.93], [-1.30, 0.36, -0.31], [-2.70, -1.19, -0.30], [2.26, 0.40, 0.48], [4.07, -0.97, -1.08], [-0.42, 2.09, 0.36], [0.99, 0.39, -0.79], [-3.44, -0.63, 1.26], [-0.02, -1.25, -0.55]], "max_force_ev_per_a": 4.32, "total_energy_ha": -246.33205, "multiplicity": 1, "molar_mass_g_mol": 70.1, "smiles": "CC#[N+]C=O", "total_charge": 1}



Please write out number 2 again, unchanged.
{"formula": "C3H4N4S", "method": "ωB97M-V/def2-TZVPD", "elements": ["N", "N", "C", "S", "H", "C", "N", "N", "C", "H", "H", "H"], "coordinates": [[0.3121, -0.2329, -0.1415], [1.2863, -1.8031, 0.9965], [-0.6487, 0.7875, -0.2607], [-0.6742, 2.0676, 0.7515], [-0.9686, 0.4039, -2.3135], [1.1982, -2.1720, -0.3872], [0.7783, -0.6346, 1.0932], [0.5065, -1.2420, -1.0497], [-1.4831, 0.6638, -1.4366], [-2.0708, 1.5173, -1.4041], [-2.1730, -0.1989, -1.3029], [1.4200, -3.0909, -0.7855]], "atomic_forces_ev_per_a": [[1.01, -3.06, 1.06], [0.14, 0.47, -2.10], [1.48, 0.98, 0.77], [-0.01, -0.83, -0.26], [0.84, 0.22, -1.30], [-2.73, 4.46, 2.05], [-0.13, -0.11, -0.31], [0.85, -0.20, 0.70], [-1.44, -2.00, 0.92], [-1.07, 1.61, -0.88], [0.29, 0.29, 0.12], [0.78, -1.83, -0.76]], "max_force_ev_per_a": 5.62, "total_energy_ha": -733.84838, "multiplicity": 1, "molar_mass_g_mol": 128.2, "smiles": "CC(=S)n1ncnn1", "total_charge": 0}